{
  "formula": "C12H28BrN4O5PTeTi",
  "method": "ωB97M-V with the def2-TZVPD basis set",
  "symbols": ["Ti", "C", "C", "N", "O", "C", "C", "N", "O", "H", "H", "H", "H", "H", "H", "H", "N", "C", "C", "N", "C", "C", "H", "H", "H", "H", "H", "H", "H", "H", "H", "H", "H", "C", "C", "O", "P", "O", "Te", "O", "C", "C", "H", "H", "H", "H", "H", "H", "H", "H", "H", "H", "Br"],
  "coordinates": [[-0.95, -0.77, 0.80], [0.85, 4.50, 0.66], [0.67, 3.01, 0.61], [1.65, 2.22, 0.44], [2.89, 2.78, 0.36], [-0.68, 2.42, 0.74], [-1.88, 3.31, 0.84], [-0.80, 1.13, 0.77], [-2.07, 0.63, 0.83], [1.51, 4.84, -0.14], [1.27, 4.81, 1.62], [-0.10, 5.02, 0.54], [2.82, 3.74, 0.43], [-1.76, 4.03, 1.65], [-2.76, 2.72, 1.05], [-2.05, 3.87, -0.09], [4.03, -1.79, 0.88], [3.35, -1.63, -0.46], [1.86, -1.78, -0.26], [1.30, -0.82, 0.70], [2.00, -0.92, 1.99], [3.51, -0.76, 1.84], [5.04, -1.72, 0.79], [3.81, -2.71, 1.24], [3.73, -2.38, -1.15], [3.61, -0.64, -0.84], [1.63, -2.79, 0.09], [1.38, -1.67, -1.23], [1.45, 0.13, 0.37], [1.76, -1.87, 2.46], [1.64, -0.14, 2.66], [4.01, -0.89, 2.80], [3.75, 0.22, 1.44], [-0.69, 1.05, -2.62], [-1.15, -0.38, -2.69], [-1.05, -0.97, -1.38], [-1.34, -2.63, -1.14], [-0.93, -2.60, 0.35], [-0.23, -3.97, -2.64], [-2.92, -2.69, -1.22], [-3.77, -2.04, -0.25], [-5.19, -2.48, -0.50], [-0.74, 1.51, -3.61], [0.35, 1.11, -2.26], [-1.32, 1.62, -1.93], [-0.54, -0.97, -3.37], [-2.19, -0.44, -3.02], [-3.69, -0.96, -0.38], [-3.45, -2.31, 0.75], [-5.49, -2.25, -1.52], [-5.86, -1.96, 0.19], [-5.29, -3.56, -0.35], [-0.99, -1.21, 3.19]],
  "lowdin_charge": [0.54, 0.00, -0.26, 0.03, -0.02, -0.23, 0.00, -0.11, -0.25, 0.10, 0.11, 0.08, 0.07, 0.10, 0.08, 0.10, 0.07, -0.07, -0.20, -0.11, -0.22, -0.08, 0.18, 0.19, 0.14, 0.14, 0.12, 0.07, 0.07, 0.10, 0.10, 0.14, 0.13, -0.05, -0.26, -0.41, 0.09, -0.49, 0.50, -0.28, -0.26, -0.05, 0.09, 0.08, 0.07, 0.08, 0.13, 0.11, 0.11, 0.09, 0.09, 0.09, 0.19],
  "total_charge": 1,
  "relative_energy_ev": 0.429,
  "multiplicity": 2
}

---

{
  "formula": "C12H28BrNO8P4",
  "method": "ωB97M-V with the def2-TZVPD basis set",
  "symbols": ["C", "C", "O", "O", "C", "C", "C", "C", "C", "C", "C", "O", "C", "C", "O", "C", "P", "N", "O", "P", "O", "Br", "P", "O", "P", "O", "H", "H", "H", "H", "H", "H", "H", "H", "H", "H", "H", "H", "H", "H", "H", "H", "H", "H", "H", "H", "H", "H", "H", "H", "H", "H", "H", "H"],
  "coordinates": [[0.21, 4.02, -0.29], [0.50, 2.87, 0.62], [0.10, 2.84, 1.79], [1.20, 1.82, 0.09], [2.62, 2.05, -0.01], [3.34, 1.12, 0.95], [4.24, 0.06, 0.31], [3.60, -0.77, -0.81], [2.12, -1.12, -0.60], [1.83, -2.62, -0.45], [0.38, -2.75, 0.06], [-0.36, -1.73, -0.62], [-1.72, -1.54, -0.26], [-1.89, -0.04, -0.12], [-2.98, 0.25, 0.72], [-2.95, 1.58, 1.17], [-3.01, 2.82, -0.25], [-4.24, 2.11, -1.21], [-3.78, 4.09, 0.47], [-2.76, -2.26, -1.66], [-3.05, -0.92, -2.57], [-4.68, -2.56, -0.53], [0.40, -2.51, 1.91], [-0.05, -3.73, 2.61], [-0.23, -4.44, -0.38], [0.62, -5.53, 0.11], [-0.60, 3.75, -0.96], [1.09, 4.31, -0.85], [-0.11, 4.86, 0.30], [2.81, 3.07, 0.31], [2.95, 1.95, -1.04], [2.59, 0.61, 1.54], [3.94, 1.66, 1.67], [5.09, 0.56, -0.13], [4.66, -0.59, 1.07], [3.72, -0.30, -1.78], [4.17, -1.69, -0.87], [1.58, -0.76, -1.46], [1.70, -0.65, 0.28], [2.49, -2.97, 0.34], [2.00, -3.18, -1.36], [-2.04, -2.07, 0.63], [-1.97, 0.43, -1.09], [-0.96, 0.35, 0.32], [-2.04, 1.80, 1.74], [-3.83, 1.73, 1.79], [-4.57, 1.25, -0.79], [-3.82, 1.90, -2.10], [-3.57, 4.15, 1.40], [-4.00, -0.85, -2.72], [1.69, -2.08, 2.29], [-0.54, -1.48, 2.14], [-0.30, -4.36, -1.79], [-1.57, -4.50, 0.05]],
  "lowdin_charge": [-0.01, -0.51, 0.08, -0.06, -0.14, -0.17, -0.19, -0.18, -0.20, -0.19, -0.65, -0.24, -0.54, -0.24, -0.21, -0.32, 0.84, -0.15, -0.29, 0.61, -0.37, 0.30, 0.76, -0.42, 0.70, -0.40, 0.02, 0.08, 0.09, 0.12, 0.13, 0.10, 0.11, 0.11, 0.11, 0.10, 0.11, 0.12, 0.07, 0.11, 0.12, 0.08, 0.09, 0.12, 0.07, 0.10, 0.03, 0.01, 0.04, 0.03, 0.04, 0.04, 0.02, 0.02],
  "smiles": "CC(=O)OCCCCCCC(O[C@@H](COCP(N)O)P(O)Br)([PH2]=O)[PH2]=O",
  "multiplicity": 1
}

---

DFT total energy readings, ordered: -138832.8251; -137965.9608 eV
Max |F| readings, ordered: 0.0732; 0.0508 Eh/bohr